DFT (the ωB97M-V functional and the def2-TZVPD basis) results for a structure of composition C3H6NOP.

Each line ends with the natural charge from an NBO analysis.
Cartesian coordinates (Å):
C -0.378 0.063 0.166  -0.440
C 0.269 -1.376 0.071  -0.234
C 0.689 1.147 0.266  -0.800
N 1.730 -1.364 0.097  -0.928
O 3.534 0.397 0.080  -1.005
P 2.153 0.087 0.192  2.059
H -0.997 0.236 -0.716  0.221
H -1.032 0.104 1.036  0.221
H -0.108 -1.997 0.888  0.189
H -0.055 -1.846 -0.862  0.191
H 0.731 1.840 -0.575  0.262
H 0.683 1.718 1.192  0.262

The calculation puts the highest occupied orbital energy at -9.7 eV. As for the spin multiplicity: 1. Its charge is 0. As for the energy above the lowest of the compared OMol25 structures with the same formula, charge and spin: 0.0 kcal/mol. For the LUMO energy, the calculation gives 0.486 eV. The calculation puts the gap between HOMO and LUMO at 10.2 eV.

DFT (the ωB97M-V functional and the def2-TZVPD basis) results for a cluster of 2 separate species, C3H6NOP in total.

Each line ends with the natural charge from an NBO analysis.
Cartesian coordinates (Å):
C 0.187 -1.069 -0.495  0.404
C -0.597 -0.208 0.354  -0.193
C 1.022 -0.446 -1.565  -0.709
N -0.610 1.740 -0.151  -0.381
O 0.106 -2.268 -0.271  -0.528
P -1.696 -0.815 1.543  0.393
H 2.055 -0.771 -1.459  0.240
H 0.664 -0.795 -2.533  0.241
H 0.946 0.634 -1.511  0.247
H -1.335 2.060 0.491  0.275
H -0.861 -1.711 2.206  0.021
H -1.661 0.227 2.465  -0.010

The calculation puts the highest occupied orbital energy (alpha / beta) at -10.0 / -8.8 eV. As for the spin multiplicity: 1. Its charge is 0. As for the energy above the lowest of the compared OMol25 structures with the same formula, charge and spin: 124.6 kcal/mol. For the LUMO energy (alpha / beta), the calculation gives -1.460 / -0.883 eV. The calculation puts the gap between HOMO and LUMO (alpha / beta) at 8.5 / 7.9 eV.

DFT (the ωB97M-V functional and the def2-TZVPD basis) results for a cluster of 2 separate species, C3H6NPS in total.

Each line ends with the natural charge from an NBO analysis.
Cartesian coordinates (Å):
C -0.774 1.093 -0.492  -0.055
C -0.829 -0.229 -0.945  -0.483
C -1.673 0.203 1.242  -0.130
N -1.248 1.276 0.684  -0.424
P 2.582 -0.211 0.086  0.019
S -1.570 -1.239 0.182  0.414
H -0.506 1.853 -1.163  0.206
H -0.333 -0.436 -1.924  0.255
H 2.929 -1.538 0.620  -0.001
H -2.092 0.183 2.248  0.222
H 2.340 -0.702 -1.151  -0.029
H 1.175 -0.252 0.611  0.006

The calculation puts the highest occupied orbital energy at -9.2 eV. The SMILES is c1cscn1.P. As for the spin multiplicity: 1. Its charge is 0. As for the energy above the lowest of the compared OMol25 structures with the same formula, charge and spin: 31.3 kcal/mol. For the LUMO energy, the calculation gives 0.739 eV. The calculation puts the gap between HOMO and LUMO at 9.9 eV.

DFT (the ωB97M-V functional and the def2-TZVPD basis) results for a cluster of 2 separate species, C3H6NPS in total.

Each line ends with the natural charge from an NBO analysis.
Cartesian coordinates (Å):
C 2.203 2.702 0.326  0.105
C -0.212 -0.729 1.527  -0.889
C 0.029 -0.533 -1.594  -0.945
N 1.308 1.921 0.192  -0.836
P -0.688 0.239 -0.065  1.286
S -2.506 0.932 -0.222  -0.300
H 0.354 -1.502 1.224  0.227
H 0.414 -0.105 2.131  0.281
H -1.179 -1.071 2.067  0.266
H -0.819 -0.880 -2.217  0.267
H 0.429 0.341 -2.082  0.288
H 0.668 -1.314 -1.287  0.251

The calculation puts the highest occupied orbital energy at -9.3 eV. As for the spin multiplicity: 1. Its charge is 0. As for the energy above the lowest of the compared OMol25 structures with the same formula, charge and spin: 54.5 kcal/mol. For the LUMO energy, the calculation gives -2.143 eV. The calculation puts the gap between HOMO and LUMO at 7.2 eV.

DFT (the ωB97M-V functional and the def2-TZVPD basis) results for the ion C3H6NS with charge +1.

Each line ends with the natural charge from an NBO analysis.
Cartesian coordinates (Å):
C 0.491 -0.844 0.501  -0.227
C -0.823 1.103 0.205  -0.336
C -0.698 -1.012 -0.358  -0.194
N 0.165 0.174 -0.419  -0.331
S -2.147 -0.151 0.051  0.357
H 0.290 -0.741 1.502  0.249
H 1.222 -1.455 0.146  0.249
H -0.498 1.454 1.140  0.240
H -1.108 1.944 -0.428  0.260
H -0.803 -1.890 -1.100  0.290
H 0.739 0.449 -1.104  0.442

The calculation puts the highest occupied orbital energy at -14.1 eV. The SMILES is C1S[C@@H]2C[N@H+]12. As for the spin multiplicity: 1. Its charge is +1. As for the energy above the lowest of the compared OMol25 structures with the same formula, charge and spin: 18.5 kcal/mol. For the LUMO energy, the calculation gives -3.692 eV. The calculation puts the gap between HOMO and LUMO at 10.4 eV.

DFT (the ωB97M-V functional and the def2-TZVPD basis) results for the molecule C3H6O.

Each line ends with the natural charge from an NBO analysis.
Cartesian coordinates (Å):
C -0.714 1.324 0.144  -0.538
C -0.027 0.202 -0.220  -0.235
C 0.871 -0.880 0.452  -0.070
O 1.134 -2.052 -0.206  -0.724
H -0.700 1.710 1.141  0.200
H -1.178 1.755 -0.713  0.211
H -0.416 -1.035 0.515  0.251
H -0.222 -0.071 -1.224  0.193
H 1.091 -0.801 1.547  0.219
H 1.111 -2.171 -1.141  0.494

The calculation puts the highest occupied orbital energy at -7.7 eV. The SMILES is C=CCO. As for the spin multiplicity: 1. Its charge is 0. As for the energy above the lowest of the compared OMol25 structures with the same formula, charge and spin: 95.3 kcal/mol. For the LUMO energy, the calculation gives 0.799 eV. The calculation puts the gap between HOMO and LUMO at 8.5 eV.

DFT (the ωB97M-V functional and the def2-TZVPD basis) results for the molecule C3H6O.

Each line ends with the natural charge from an NBO analysis.
Cartesian coordinates (Å):
C 0.610 -1.092 -0.355  -0.721
C -0.285 0.113 -0.551  0.594
O -0.790 0.366 -1.624  -0.539
C -0.501 1.016 0.650  -0.725
H 0.548 -1.742 -1.231  0.237
H 1.648 -0.763 -0.223  0.234
H 0.331 -1.648 0.547  0.224
H 0.237 1.827 0.624  0.240
H -1.494 1.467 0.588  0.240
H -0.385 0.486 1.599  0.216

The calculation puts the highest occupied orbital energy at -9.7 eV. The SMILES is CC(C)=O. As for the spin multiplicity: 1. Its charge is 0. As for the energy above the lowest of the compared OMol25 structures with the same formula, charge and spin: 0.5 kcal/mol. For the LUMO energy, the calculation gives 0.971 eV. The calculation puts the gap between HOMO and LUMO at 10.7 eV.

DFT (the ωB97M-V functional and the def2-TZVPD basis) results for a structure of composition C3H6O.

Each line ends with the natural charge from an NBO analysis.
Cartesian coordinates (Å):
C -0.550 -0.345 0.000  -0.399
C 0.615 -0.798 -0.810  -0.420
C 0.399 0.541 -0.200  0.364
O 0.726 1.858 -0.276  -0.644
H -1.676 -0.325 -0.210  0.252
H -0.726 -0.494 1.362  0.073
H 1.490 -1.457 -0.478  0.195
H 0.694 -0.820 -1.979  0.183
H -1.309 -0.455 2.087  -0.101
H 0.337 2.297 0.503  0.497

The calculation puts the highest occupied orbital energy at -8.0 eV. As for the spin multiplicity: 1. Its charge is 0. As for the energy above the lowest of the compared OMol25 structures with the same formula, charge and spin: 136.8 kcal/mol. For the LUMO energy, the calculation gives 0.413 eV. The calculation puts the gap between HOMO and LUMO at 8.5 eV.

DFT (the ωB97M-V functional and the def2-TZVPD basis) results for the molecule C3H6O.

Each line ends with the natural charge from an NBO analysis.
Cartesian coordinates (Å):
C 0.588 0.626 0.970  -0.635
C -0.322 0.239 -0.146  0.063
C -0.390 -0.994 -0.928  -0.118
O -1.410 -0.646 0.010  -0.485
H 0.251 1.554 1.444  0.216
H 1.435 0.940 0.349  0.218
H 0.750 -0.117 1.762  0.222
H -0.406 1.142 -0.757  0.160
H -0.716 -0.864 -1.962  0.176
H 0.219 -1.879 -0.742  0.182

The calculation puts the highest occupied orbital energy at -10.1 eV. The SMILES is C[C@H]1CO1. As for the spin multiplicity: 1. Its charge is 0. As for the energy above the lowest of the compared OMol25 structures with the same formula, charge and spin: 38.0 kcal/mol. For the LUMO energy, the calculation gives 1.151 eV. The calculation puts the gap between HOMO and LUMO at 11.3 eV.

DFT (the ωB97M-V functional and the def2-TZVPD basis) results for a cluster of 2 separate species, C3H6O in total.

Each line ends with the Mulliken spin population.
Cartesian coordinates (Å):
C 0.230 -1.904 -0.250  0.353
C 1.163 -0.873 -0.295  0.325
H -0.838 -1.725 -0.291  0.023
H 0.507 -2.929 -0.439  0.021
H 0.898 0.170 -0.351  0.029
H 2.182 -1.204 -0.463  0.018
O -0.933 2.682 -0.498  0.185
C -1.042 2.112 0.537  -0.005
H -1.917 2.276 1.189  0.030
H -0.251 1.395 0.861  0.021

The calculation puts the highest occupied orbital energy (alpha / beta) at -15.5 / -14.1 eV. As for the spin multiplicity: 2. Its charge is +1. As for the energy above the lowest of the compared OMol25 structures with the same formula, charge and spin: 72.9 kcal/mol. For the LUMO energy (alpha / beta), the calculation gives -5.576 / -10.349 eV. The calculation puts the gap between HOMO and LUMO (alpha / beta) at 9.9 / 3.7 eV.

DFT (the ωB97M-V functional and the def2-TZVPD basis) results for the ion C3H6O with charge +1.

Each line ends with the Mulliken spin population.
Cartesian coordinates (Å):
C 0.407 -0.412 -0.553  0.032
O 1.145 -1.266 0.559  0.038
C -0.704 0.322 0.305  0.344
C -1.093 1.522 -0.252  0.410
H 1.136 0.406 -0.855  0.057
H -0.124 -0.815 -1.445  0.019
H 1.146 -2.146 0.175  -0.001
H -0.728 0.148 1.395  0.028
H -1.881 2.013 0.284  0.040
H -0.364 1.928 -1.024  0.032

The calculation puts the highest occupied orbital energy (alpha / beta) at -16.1 / -16.0 eV. As for the spin multiplicity: 2. Its charge is +1. As for the energy above the lowest of the compared OMol25 structures with the same formula, charge and spin: 68.1 kcal/mol. For the LUMO energy (alpha / beta), the calculation gives -6.139 / -9.436 eV. The calculation puts the gap between HOMO and LUMO (alpha / beta) at 10.0 / 6.6 eV.

DFT (the ωB97M-V functional and the def2-TZVPD basis) results for the molecule C3H6O2.

Each line ends with the natural charge from an NBO analysis.
Cartesian coordinates (Å):
O -0.092 -1.720 -0.922  -0.719
C 0.431 -0.437 -0.635  -0.050
C -0.679 0.375 0.056  -0.540
C -0.154 1.051 1.300  0.444
O 0.693 1.912 1.253  -0.522
H 0.643 -2.282 -1.190  0.471
H 0.763 0.076 -1.549  0.171
H 1.306 -0.504 0.028  0.165
H -1.501 -0.301 0.299  0.231
H -1.055 1.155 -0.615  0.236
H -0.559 0.710 2.280  0.111

The calculation puts the highest occupied orbital energy at -9.9 eV. The SMILES is O=CCCO. As for the spin multiplicity: 1. Its charge is 0. As for the energy above the lowest of the compared OMol25 structures with the same formula, charge and spin: 30.2 kcal/mol. For the LUMO energy, the calculation gives 0.810 eV. The calculation puts the gap between HOMO and LUMO at 10.7 eV.

For the records above, the corresponding F_max values read 3.87, 5.08, 4.76, 4.67, 4.55, 6.49, 0.45, 4.18, 1.20, 1.18, 4.73, 0.46 eV/A.
For the records above, the corresponding DFT total energy values read -589.24620, -589.04760, -912.14007, -912.10320, -570.48843, -192.99136, -193.14237, -192.92518, -193.08272, -192.69162, -192.69922, -268.35704 hartree.